# C21H15AsMnO3

C21H15AsMnO3 as an isolated structure (ωB97M-V/def2-TZVPD, the OMol25 dataset).

Values from the calculation:
Total charge: +2
2S+1: 6
Highest occupied orbital energy (alpha / beta) in eV: -15.006 / -14.985

Each line ends with the natural charge from an NBO analysis.
Cartesian coordinates (Å):
O 0.3555 5.2048 -5.4539  -0.462
C -0.3662 4.3303 -5.3063  0.465
Mn -0.0345 -0.1096 -3.0299  1.194
C 1.2262 -1.3594 -3.4423  0.367
C -1.4888 -1.1096 -3.4769  0.367
O 2.1583 -2.0522 -3.5982  -0.230
O -2.5008 -1.6555 -3.6914  -0.233
C -0.6147 3.7795 2.0192  -0.165
C 0.3999 3.7394 1.0547  -0.180
C 0.5481 2.6199 0.2304  -0.272
C -0.3330 1.5424 0.3637  -0.150
C -1.3171 1.5546 1.3471  -0.280
C -1.4568 2.6774 2.1763  -0.168
As -0.0114 -0.0497 -0.8107  0.674
C 1.6701 -0.5484 0.1298  -0.175
C 2.8813 -0.4548 -0.5691  -0.280
C 4.0816 -0.6746 0.1106  -0.186
C 4.0772 -0.9830 1.4798  -0.163
C 2.8607 -1.0707 2.1656  -0.160
C 1.6510 -0.8503 1.4886  -0.273
C -1.3751 -1.2827 -0.0923  -0.214
C -1.0169 -2.4922 0.4994  -0.265
C -2.0171 -3.3735 0.9338  -0.170
C -3.3662 -3.0667 0.7250  -0.148
C -3.7168 -1.8740 0.0752  -0.191
C -2.7210 -0.9845 -0.3385  -0.285
H -0.7271 4.6551 2.6628  0.249
H 1.0963 4.5724 0.9576  0.245
H 1.3642 2.5831 -0.4952  0.216
H -1.9625 0.6904 1.5013  0.233
H -2.2155 2.6716 2.9568  0.244
H 2.8902 -0.2109 -1.6359  0.187
H 5.0284 -0.5944 -0.4304  0.246
H 5.0216 -1.1402 2.0073  0.252
H 2.8430 -1.2984 3.2323  0.248
H 0.7088 -0.9025 2.0382  0.239
H 0.0316 -2.7565 0.6405  0.243
H -1.7363 -4.2954 1.4482  0.250
H -4.1471 -3.7434 1.0814  0.254
H -4.7671 -1.6268 -0.1011  0.251
H -3.0019 -0.0610 -0.8538  0.225



# C4H12N2

A 2-piece molecular cluster, C4H12N2 overall (ωB97M-V/def2-TZVPD, the OMol25 dataset).

Values from the calculation:
ΔE to the lowest compared entry with this formula, charge and spin in kJ/mol: 378.8
Total charge: +1
2S+1: 2
Highest occupied orbital energy (alpha / beta) in eV: -12.737 / -14.179

Each line ends with the natural charge from an NBO analysis.
Cartesian coordinates (Å):
C -0.9929 1.5236 2.6733  -0.405
N 0.0338 0.9936 1.6975  -0.484
C -0.1208 -0.2402 1.1669  0.411
C -0.6139 -0.3222 -0.1935  -0.383
N 0.2507 0.3535 -1.2312  -0.654
C 1.0163 -1.3875 -3.0687  -0.580
H -0.7309 1.2941 3.6913  0.235
H -1.9492 1.0989 2.3962  0.227
H -1.0230 2.6003 2.6021  0.245
H 0.8749 0.7371 2.2219  0.402
H 0.5723 -0.9840 1.5714  0.203
H 1.9895 -0.9601 -3.2927  0.208
H -0.7170 -1.3395 -0.5933  0.242
H -1.5909 0.1663 -0.2284  0.238
H 1.1558 0.4935 -0.7849  0.349
H 0.2168 -1.1580 -3.7635  0.213
H 1.1078 -2.4508 -2.8616  0.203
H 0.5208 -0.4186 -2.0028  0.329



# C3H11N4

An isolated ion of composition C3H11N4 and charge +1 (ωB97M-V/def2-TZVPD, the OMol25 dataset).

Values from the calculation:
ΔE to the lowest compared entry with this formula, charge and spin in kJ/mol: 236.4
Total charge: +1
Highest occupied orbital energy in eV: -13.176

Each line ends with the natural charge from an NBO analysis.
Cartesian coordinates (Å):
C 2.1736 -0.0789 -0.0577  0.392
C -2.4784 0.9389 0.2579  -0.464
C -0.3478 -0.6171 0.1904  0.289
N 3.1733 0.7788 -0.0679  -0.723
N -0.1729 -1.8570 -0.4081  -0.882
N -1.5462 0.3913 -0.6146  -0.609
N 0.9272 0.2469 0.1162  -0.559
H 2.3775 -1.1379 -0.0652  0.236
H -2.2177 1.9272 0.7629  0.202
H -3.4268 1.1560 -0.2275  0.240
H -2.9099 0.2837 1.0620  0.183
H -0.5534 -0.5651 1.1538  0.184
H 4.1417 0.5725 0.0236  0.437
H 2.9743 1.7839 0.2039  0.423
H -0.4081 -1.9055 -1.4282  0.414
H -0.1662 -2.6954 0.1464  0.421
H -1.9633 -0.4022 -1.0826  0.364
H 0.4231 1.1801 0.0346  0.452